Entry 1:
Molecular formula: C19H21BN2O2Pd
Method: DFT, ωB97M-V with the def2-TZVPD basis set

* highest occupied orbital energy (spin up / spin down): 2.772 / 2.773 eV

Structure (ORCA input):
```
! RIJCOSX wB97M-V def2-TZVPD def2/J DEFGRID3
* xyz -2 1
C 2.61 2.89 -4.01
C 3.55 1.75 -4.41
H 1.82 3.02 -4.75
H 3.18 3.83 -4.01
H 2.15 2.78 -3.03
H 3.12 0.76 -4.33
H 3.85 1.91 -5.45
H 4.48 1.79 -3.83
C -2.92 0.51 -0.34
C -4.28 0.31 -0.15
C -4.78 -0.99 -0.01
C -3.88 -2.05 -0.07
H -2.49 1.50 -0.45
H -4.93 1.18 -0.12
H -5.84 -1.16 0.16
H -4.20 -3.08 0.07
N -2.08 -0.52 -0.44
C -2.52 -1.80 -0.29
C -1.51 -2.85 -0.36
N -0.24 -2.42 -0.56
C 0.76 -3.29 -0.64
C -0.75 -5.15 -0.31
C 0.55 -4.67 -0.53
H 1.73 -2.86 -0.82
H 1.40 -5.34 -0.61
C -1.79 -4.22 -0.23
H -2.81 -4.54 -0.03
H -0.94 -6.22 -0.19
Pd 0.08 -0.20 -0.78
C 2.00 -0.36 -1.00
H 2.19 -0.94 -1.91
H 2.43 -0.84 -0.11
H 2.35 0.68 -1.12
O -0.69 0.95 1.87
B 0.36 0.74 0.92
O 1.56 1.29 1.46
C 1.22 1.85 2.66
C 2.00 2.67 3.44
C 1.38 3.35 4.51
C 0.02 3.16 4.77
C -0.76 2.30 3.97
C -0.14 1.67 2.90
H 3.06 2.77 3.20
H 1.97 4.02 5.15
H -0.45 3.68 5.62
H -1.83 2.12 4.18
*
```

Population analysis type natural (NBO), resulting atomic charges in e: -0.61, -0.60, 0.19, 0.18, 0.24, 0.22, 0.18, 0.20, 0.09, -0.47, -0.28, -0.23, 0.18, 0.17, 0.17, 0.18, -0.61, 0.00, 0.10, -0.66, 0.08, -0.27, -0.47, 0.18, 0.17, -0.26, 0.18, 0.17, 0.36, -0.93, 0.17, 0.18, 0.18, -0.67, 0.73, -0.70, 0.30, -0.30, -0.26, -0.26, -0.27, 0.23, 0.21, 0.19, 0.19, 0.22

Entry 2:
Molecular formula: C17H19AsCrN2S6Te
Method: DFT, ωB97M-V with the def2-TZVPD basis set

* expectation value of S²: 3.871
* highest occupied orbital energy (spin up / spin down): -4.198 / -4.198 eV
* ΔE to the lowest compared entry with this formula, charge and spin: 0.00 kJ/mol

Structure (ORCA input):
```
! RIJCOSX wB97M-V def2-TZVPD def2/J DEFGRID3
* xyz -1 4
Cr 1.35 0.43 -1.33
S 4.83 1.12 1.52
As 6.17 -0.07 0.42
S 1.34 0.37 -3.67
S 2.18 -1.17 -2.55
S 7.35 1.10 -0.85
C 4.16 2.58 -1.64
C 2.92 3.11 -1.04
N 1.80 2.43 -0.93
C 0.78 3.19 -0.40
C 1.13 4.44 -0.04
S 2.79 4.70 -0.41
C -0.53 2.55 -0.43
C -1.76 3.03 -0.12
S -2.95 1.86 -0.50
C -1.74 0.78 -1.07
N -0.54 1.27 -0.96
C -2.03 -0.55 -1.67
H 3.91 1.92 -2.48
H 4.71 2.02 -0.88
H 4.81 3.39 -1.99
H 0.52 5.22 0.39
H -2.01 3.99 0.30
H -2.97 -0.53 -2.22
H -2.11 -1.31 -0.89
H -1.22 -0.82 -2.35
C -4.23 -3.39 1.30
C -2.88 -2.74 1.24
C -2.65 -1.50 1.81
C -1.39 -0.89 1.78
C -1.23 0.43 2.48
C -0.32 -1.53 1.15
Te 1.65 -0.63 1.14
C -0.53 -2.81 0.59
C 0.58 -3.58 -0.07
C -1.80 -3.38 0.65
H -5.02 -2.66 1.49
H -4.28 -4.14 2.09
H -4.47 -3.90 0.36
H -3.47 -0.98 2.29
H -2.20 0.83 2.80
H -0.73 1.16 1.84
H -0.58 0.33 3.35
H 0.96 -3.04 -0.94
H 0.22 -4.56 -0.40
H 1.42 -3.71 0.61
H -1.94 -4.37 0.20
*
```

Population analysis type Löwdin, resulting atomic charges in e: -0.12, -0.30, 0.02, -0.06, 0.00, -0.31, -0.11, -0.60, -0.03, -0.32, -0.32, 1.10, -0.32, -0.32, 1.09, -0.59, -0.03, -0.03, 0.08, -0.07, 0.08, 0.08, 0.08, 0.09, 0.06, 0.07, -0.06, -0.30, -0.04, -0.34, -0.11, -0.51, 0.87, -0.33, -0.10, -0.04, 0.07, 0.08, 0.07, 0.11, 0.07, 0.03, 0.08, 0.01, 0.07, 0.06, 0.11

Entry 3:
Molecular formula: C9H22FN4O3S
Method: DFT, ωB97M-V with the def2-TZVPD basis set

* highest occupied orbital energy: -12.204 eV
* ΔE to the lowest compared entry with this formula, charge and spin: 0.00 kJ/mol

Structure (ORCA input):
```
! RIJCOSX wB97M-V def2-TZVPD def2/J DEFGRID3
* xyz 1 1
N -1.51 -3.23 3.12
C -0.96 -2.20 2.21
C -0.15 -1.19 3.02
C 0.43 0.02 2.22
C 0.10 0.05 0.72
C 0.35 1.49 0.22
N 0.66 1.58 -1.23
C 0.74 3.01 -1.72
C 0.30 3.06 -3.21
C 0.69 1.81 -3.99
N 0.24 0.52 -3.29
S 1.60 -0.47 -3.08
O 1.29 -1.45 -2.13
O 1.99 -0.95 -4.33
F 2.76 0.42 -2.53
C -0.24 0.96 -2.02
N -1.50 0.77 -1.75
H -1.60 -4.09 2.58
H -2.47 -3.00 3.35
H -1.83 -1.66 1.81
H -0.43 -2.65 1.38
H 0.64 -1.71 3.56
H -0.81 -0.78 3.78
H 0.02 0.94 2.65
H 1.51 0.01 2.36
H 0.76 -0.64 0.19
H -0.95 -0.16 0.53
H 1.27 1.80 0.72
H -0.42 2.18 0.56
H 1.72 3.45 -1.59
H 0.00 3.59 -1.16
H -0.76 3.30 -3.30
H 0.83 3.89 -3.68
H 1.76 1.80 -4.20
H 0.19 1.82 -4.95
H -1.93 -0.15 -1.81
H -2.06 1.54 -1.41
O -0.40 -4.63 5.61
H -0.63 -4.27 4.75
H -1.24 -4.81 6.03
*
```

Population analysis type natural (NBO), resulting atomic charges in e: -0.85, -0.22, -0.41, -0.40, -0.43, -0.23, -0.41, -0.21, -0.47, -0.24, -0.68, 2.53, -0.90, -0.86, -0.45, 0.82, -0.76, 0.37, 0.36, 0.16, 0.19, 0.23, 0.21, 0.20, 0.22, 0.24, 0.19, 0.24, 0.20, 0.24, 0.21, 0.23, 0.27, 0.24, 0.25, 0.46, 0.44, -0.96, 0.48, 0.46

- What is the formula in the third record?
  C9H22FN4O3S